Record 1
Here is an isolated ion of composition C12H12N3 and charge +1 at a distorted geometry from OMol25. Energies are from ωB97M-V/def2-TZVPD.

Last column: natural (NBO) charge in e.
Positions of all 27 atoms, in Å:
C (1.624, -2.742, 0.235)  -0.059
N (1.128, -1.556, 0.017)  -0.030
N (1.986, -0.645, -0.472)  -0.207
N (1.670, 0.671, -0.359)  -0.233
C (2.785, 1.447, 0.175)  -0.420
C (0.377, 1.073, -0.142)  0.158
C (-0.001, 2.417, -0.063)  -0.223
C (-1.360, 2.719, -0.028)  -0.186
C (-2.336, 1.803, -0.019)  -0.206
C (-1.993, 0.453, -0.183)  -0.038
C (-2.914, -0.655, -0.190)  -0.107
C (-2.528, -1.968, -0.084)  -0.220
C (-1.169, -2.264, 0.060)  -0.170
C (-0.262, -1.258, -0.086)  0.088
C (-0.647, 0.121, -0.093)  -0.079
H (2.644, -2.693, 0.336)  0.195
H (0.961, -3.562, 0.490)  0.239
H (2.983, -1.048, -0.440)  0.421
H (2.459, 2.457, 0.326)  0.236
H (3.151, 1.003, 1.070)  0.198
H (3.749, 1.497, -0.447)  0.223
H (0.866, 3.219, -0.072)  0.229
H (-1.557, 3.742, 0.360)  0.241
H (-3.461, 2.114, -0.120)  0.244
H (-3.991, -0.374, -0.503)  0.240
H (-3.300, -2.731, -0.143)  0.249
H (-0.863, -3.240, 0.374)  0.218

SMILES string: C=[n+]1[nH]n(C)c2cccc3cccc1c32
Kohn-Sham gap (spin up / spin down): 6.377 / 6.374 eV
relative energy (zero: lowest compared OMol25 entry of this formula, charge and spin): 61.5 kcal per mole
DFT total energy: -17098.2611 eV
lowest unoccupied orbital energy (spin up / spin down): -4.797 / -4.799 eV
HOMO level (spin up / spin down): -11.17 / -11.17 eV
net charge: +1
2S+1: 1

---

Record 2
Here is C12H12N3O4SeV as an isolated structure at a distorted geometry from OMol25. Energies are from ωB97M-V/def2-TZVPD.

Last column: natural (NBO) charge in e.
Positions of all 33 atoms, in Å:
V (0.696, 0.118, 0.041)  1.059
O (1.633, 3.558, -1.849)  -0.600
C (1.417, 2.323, -1.504)  0.796
O (0.897, 2.001, -0.404)  -0.635
C (1.827, 1.229, -2.376)  0.030
C (2.555, 1.210, -3.553)  -0.163
C (2.945, -0.023, -4.041)  -0.146
C (2.582, -1.217, -3.390)  -0.157
C (1.810, -1.127, -2.277)  0.102
N (1.465, 0.077, -1.784)  -0.450
C (1.230, -2.235, -1.395)  0.762
O (1.345, -3.396, -1.613)  -0.521
O (0.561, -1.667, -0.365)  -0.767
H (1.406, 4.148, -1.111)  0.524
H (2.815, 2.130, -4.059)  0.253
H (3.543, -0.069, -4.940)  0.246
H (2.892, -2.189, -3.756)  0.264
C (-1.173, -2.673, 2.271)  -0.415
N (-1.866, -1.369, 2.357)  -0.328
C (-3.239, -1.187, 2.397)  -0.057
C (-3.455, 0.138, 2.455)  -0.053
N (-2.206, 0.747, 2.451)  -0.339
C (-1.969, 2.200, 2.481)  -0.400
C (-1.243, -0.187, 2.383)  0.257
Se (0.622, 0.073, 2.459)  -0.153
H (-1.926, -3.454, 2.311)  0.223
H (-0.489, -2.779, 3.105)  0.233
H (-0.619, -2.737, 1.341)  0.256
H (-3.932, -2.013, 2.387)  0.250
H (-4.373, 0.700, 2.510)  0.246
H (-2.934, 2.698, 2.496)  0.226
H (-1.412, 2.507, 1.607)  0.219
H (-1.404, 2.465, 3.368)  0.236

Kohn-Sham gap (spin up / spin down): 6.305 / 7.550 eV
DFT total energy: -116328.8709 eV
lowest unoccupied orbital energy (spin up / spin down): -4.254 / -4.341 eV
HOMO level (spin up / spin down): -10.56 / -11.89 eV
net charge: +1
2S+1: 4

---

Record 3
Here is a 2-piece molecular cluster, C12H12N4O4 overall at a distorted geometry from OMol25. Energies are from ωB97M-V/def2-TZVPD.

Last column: natural (NBO) charge in e.
Positions of all 32 atoms, in Å:
C (1.392, -0.756, 1.806)  -0.309
C (2.502, 0.040, 1.626)  0.208
N (3.522, 0.615, 1.508)  -0.368
N (0.127, -0.237, 1.624)  -0.208
C (-0.952, -1.095, 1.508)  -0.028
C (-2.235, -0.604, 1.438)  -0.199
C (-2.466, 0.778, 1.440)  -0.249
C (-1.363, 1.631, 1.471)  -0.194
C (-0.076, 1.130, 1.549)  -0.035
H (1.490, -1.834, 1.870)  0.225
H (-0.683, -2.152, 1.485)  0.220
H (-3.049, -1.324, 1.387)  0.233
H (-3.479, 1.172, 1.417)  0.228
H (-1.472, 2.713, 1.437)  0.234
H (0.807, 1.768, 1.563)  0.243
C (1.155, -4.948, 7.607)  -0.262
O (1.534, -3.815, 6.807)  -0.520
C (2.500, -3.075, 7.410)  0.761
O (2.892, -3.312, 8.546)  -0.566
C (3.023, -1.989, 6.567)  -0.281
C (4.252, -1.264, 6.936)  0.756
O (4.829, -1.330, 8.012)  -0.562
O (4.700, -0.490, 5.910)  -0.516
C (5.969, 0.114, 6.200)  -0.262
N (2.440, -1.704, 5.345)  0.140
N (1.947, -1.385, 4.359)  0.124
H (0.362, -5.453, 7.059)  0.193
H (2.013, -5.619, 7.750)  0.196
H (0.805, -4.627, 8.597)  0.203
H (6.214, 0.722, 5.330)  0.201
H (5.909, 0.732, 7.106)  0.199
H (6.734, -0.657, 6.360)  0.194

Kohn-Sham gap: 6.964 eV
relative energy (zero: lowest compared OMol25 entry of this formula, charge and spin): 98.7 kcal per mole
DFT total energy: -26785.1236 eV
lowest unoccupied orbital energy: -0.307 eV
HOMO level: -7.27 eV
net charge: 0
2S+1: 1

---

Record 4
Here is a 2-piece molecular cluster, C12H12N6O4 overall at a distorted geometry from OMol25. Energies are from ωB97M-V/def2-TZVPD.

Last column: natural (NBO) charge in e.
Positions of all 34 atoms, in Å:
C (-3.988, 1.845, -2.560)  -0.257
O (-2.979, 2.884, -2.473)  -0.465
C (-1.730, 2.425, -2.398)  0.708
N (-1.561, 1.092, -2.282)  -0.630
C (-0.297, 0.622, -2.334)  0.227
C (0.727, 1.585, -2.294)  -0.100
C (0.442, 2.994, -2.389)  0.304
N (1.584, 3.767, -2.470)  -0.122
O (2.605, 2.859, -2.421)  -0.181
N (2.090, 1.456, -2.301)  0.406
O (2.915, 0.554, -2.308)  -0.400
N (-0.813, 3.413, -2.468)  -0.535
H (-4.909, 2.433, -2.548)  0.197
H (-3.858, 1.300, -3.505)  0.193
H (-3.895, 1.174, -1.696)  0.194
H (-0.043, -0.418, -2.636)  0.219
C (1.748, -2.240, 5.173)  -0.725
C (0.746, -1.762, 4.129)  0.697
O (-0.165, -0.968, 4.332)  -0.570
N (0.972, -2.349, 2.862)  -0.618
C (0.540, -1.862, 1.607)  0.223
C (1.242, -2.267, 0.439)  -0.285
C (1.013, -1.563, -0.733)  0.068
N (0.249, -0.455, -0.746)  -0.421
C (-0.640, -0.282, 0.244)  0.082
C (-0.487, -0.905, 1.485)  -0.284
H (2.784, -2.040, 4.864)  0.235
H (1.561, -1.692, 6.094)  0.252
H (1.648, -3.312, 5.391)  0.239
H (1.730, -3.028, 2.838)  0.400
H (1.983, -3.067, 0.482)  0.227
H (1.421, -1.927, -1.673)  0.220
H (-1.498, 0.341, -0.002)  0.229
H (-1.137, -0.605, 2.297)  0.270

SMILES string: COc1ncc2c(no[n+]2[O-])n1.CC(=O)Nc1ccncc1
Kohn-Sham gap: 7.605 eV
relative energy (zero: lowest compared OMol25 entry of this formula, charge and spin): 19.2 kcal per mole
DFT total energy: -29763.1622 eV
lowest unoccupied orbital energy: -0.443 eV
HOMO level: -8.05 eV
net charge: 0
2S+1: 1

---

Record 5
Here is C12H13AlBeCl8FKO12PS as an isolated structure at a distorted geometry from OMol25. Energies are from ωB97M-V/def2-TZVPD.

Last column: natural (NBO) charge in e.
Positions of all 51 atoms, in Å:
C (5.527, -1.306, 0.081)  -0.565
C (5.644, -0.104, 0.632)  0.156
C (5.653, 1.521, 0.705)  -0.489
C (4.183, 2.178, 0.547)  -0.412
C (3.204, 1.431, -0.506)  -0.446
C (1.882, 0.788, 0.183)  -0.128
C (0.676, 0.500, -0.574)  -0.038
Cl (0.336, 0.705, -2.346)  0.082
C (-0.364, -0.049, 0.518)  0.750
O (-1.622, 0.065, 0.542)  -0.442
O (0.529, -0.638, 1.471)  -0.529
C (1.606, 0.343, 1.697)  0.749
O (2.147, 0.684, 2.803)  -0.498
H (5.294, -2.392, -0.254)  0.285
H (6.047, 1.797, 1.767)  0.273
H (6.426, 1.984, -0.029)  0.277
H (3.696, 2.320, 1.580)  0.274
H (4.348, 3.255, 0.132)  0.223
H (3.697, 0.637, -1.163)  0.231
H (2.798, 2.246, -1.241)  0.240
O (-4.254, 2.379, -0.489)  -0.825
P (-5.120, 1.143, -0.241)  2.394
O (-4.667, 0.000, -1.177)  -1.299
O (-6.592, 1.481, -0.527)  -0.935
O (-4.972, 0.698, 1.217)  -0.839
Cl (-9.800, 0.944, 3.927)  -0.151
C (-9.595, 2.439, 2.966)  -0.362
C (-8.309, 2.430, 2.163)  -0.394
Cl (-6.863, 2.546, 3.199)  -0.067
H (-9.635, 3.288, 3.649)  0.268
H (-10.452, 2.502, 2.294)  0.210
H (-8.287, 3.291, 1.492)  0.300
H (-8.219, 1.524, 1.558)  0.191
O (5.586, 2.308, -2.262)  -0.947
H (5.323, 1.611, -2.878)  0.478
H (5.152, 3.100, -2.606)  0.478
Be (-5.836, -1.338, -0.743)  0.724
K (-7.939, -0.879, -2.709)  0.894
Al (6.510, -2.871, 1.955)  0.917
O (0.170, -2.534, -2.248)  -0.830
S (-0.535, -3.269, -3.313)  2.509
O (-1.234, -2.317, -4.193)  -0.810
O (-1.515, -4.186, -2.707)  -0.821
O (0.442, -4.039, -4.102)  -0.859
C (6.832, -6.405, -1.309)  -0.212
Cl (6.749, -4.645, -1.051)  0.013
Cl (6.041, -7.239, 0.046)  0.066
Cl (6.005, -6.818, -2.825)  0.093
Cl (8.534, -6.908, -1.405)  0.064
F (-9.171, 4.881, 2.240)  -0.843
Cl (3.947, 0.921, 3.535)  -0.396

Kohn-Sham gap: 1.241 eV
DFT total energy: -183550.4769 eV
lowest unoccupied orbital energy: -3.105 eV
HOMO level: -4.35 eV
net charge: -1
2S+1: 1

---

Record 6
Here is C12H13AuFNOS4Si as an isolated structure at a distorted geometry from OMol25. Energies are from ωB97M-V/def2-TZVPD.

Last column: natural (NBO) charge in e.
Positions of all 34 atoms, in Å:
Au (10.023, 11.334, 4.616)  0.817
O (16.616, 12.082, 5.775)  -0.531
C (15.450, 12.196, 5.364)  0.177
S (14.201, 13.273, 6.018)  0.367
C (12.792, 12.748, 5.019)  -0.370
C (13.128, 11.678, 4.191)  -0.373
S (11.910, 10.689, 3.383)  -0.055
S (14.800, 11.131, 4.102)  0.395
S (11.149, 13.219, 5.324)  -0.024
C (6.204, 11.559, 3.350)  -1.151
Si (6.674, 10.991, 5.030)  1.809
C (6.927, 12.588, 6.045)  -1.127
C (5.429, 9.785, 5.680)  -1.157
N (8.317, 10.295, 4.893)  -1.050
C (8.600, 8.979, 5.075)  0.085
C (7.876, 7.919, 4.433)  -0.244
C (8.417, 6.636, 4.286)  -0.206
C (9.499, 6.334, 5.053)  -0.220
C (10.128, 7.255, 5.918)  -0.262
C (9.679, 8.576, 5.970)  0.361
F (10.211, 9.428, 6.974)  -0.343
H (6.485, 10.697, 2.697)  0.233
H (6.725, 12.460, 2.945)  0.247
H (5.183, 11.733, 3.192)  0.240
H (5.984, 13.215, 6.230)  0.243
H (7.548, 13.315, 5.453)  0.244
H (7.292, 12.264, 7.035)  0.240
H (5.733, 9.445, 6.671)  0.249
H (5.337, 8.861, 5.090)  0.254
H (4.378, 10.111, 5.671)  0.258
H (7.186, 8.274, 3.667)  0.211
H (7.840, 5.897, 3.676)  0.227
H (9.859, 5.324, 5.032)  0.216
H (10.904, 6.925, 6.632)  0.238

Kohn-Sham gap (spin up / spin down): 8.555 / 5.002 eV
DFT total energy: -73819.8646 eV
lowest unoccupied orbital energy (spin up / spin down): 0.354 / -2.763 eV
HOMO level (spin up / spin down): -8.20 / -7.77 eV
net charge: 0
2S+1: 3

---

Record 7
Here is a single C12H13ClN2OS molecule at a distorted geometry from OMol25. Energies are from ωB97M-V/def2-TZVPD.

Last column: natural (NBO) charge in e.
Positions of all 30 atoms, in Å:
C (-4.041, -1.673, 0.999)  -0.608
C (-3.361, -1.588, -0.362)  -0.392
C (-2.186, -0.612, -0.349)  -0.515
C (-2.637, 0.818, -0.285)  0.709
O (-3.777, 1.206, -0.339)  -0.578
N (-1.629, 1.771, -0.162)  -0.633
C (-0.281, 1.619, -0.107)  0.311
N (0.376, 0.524, -0.166)  -0.501
C (1.726, 0.725, -0.081)  0.117
C (2.682, -0.291, -0.119)  -0.019
C (2.278, -1.721, -0.260)  -0.640
C (4.010, 0.103, -0.019)  -0.037
Cl (5.246, -1.107, -0.058)  0.004
C (4.396, 1.434, 0.112)  -0.224
C (3.447, 2.437, 0.148)  -0.213
C (2.116, 2.076, 0.051)  -0.207
S (0.706, 3.097, 0.066)  0.325
H (-4.863, -2.384, 0.968)  0.211
H (-3.335, -1.998, 1.762)  0.196
H (-4.438, -0.702, 1.281)  0.217
H (-4.088, -1.260, -1.106)  0.215
H (-2.997, -2.576, -0.651)  0.202
H (-1.578, -0.723, -1.250)  0.249
H (-1.528, -0.808, 0.499)  0.244
H (-1.971, 2.725, -0.120)  0.418
H (2.621, -2.295, 0.600)  0.229
H (2.733, -2.154, -1.149)  0.229
H (1.197, -1.791, -0.334)  0.235
H (5.444, 1.678, 0.185)  0.230
H (3.735, 3.471, 0.249)  0.225

SMILES string: CCCC(=O)Nc1nc2c(C)c(Cl)ccc2s1
Kohn-Sham gap: 9.150 eV
relative energy (zero: lowest compared OMol25 entry of this formula, charge and spin): 0.0 kcal per mole
DFT total energy: -41041.8167 eV
lowest unoccupied orbital energy: 0.515 eV
HOMO level: -8.63 eV
net charge: 0
2S+1: 1

---

net charge of number 1 (C12H12N3)?
+1